P | Molecular formula: C6H16
Method: DFT, ωB97M-V/def2-TZVPD

The gap between HOMO and LUMO (spin up / spin down) comes out at 11.60 / 4.28 eV. The lowest unoccupied orbital energy (spin up / spin down) comes out at -0.1092 / -0.3779 Ha.

Geometry as ORCA input:
```
! RIJCOSX wB97M-V def2-TZVPD def2/J DEFGRID3
* xyz 1 2
C 2.0659 1.8917 0.6320
H 3.0895 2.2111 -1.2740
C -0.8803 -1.4414 -0.0252
H 1.2844 2.4760 -1.3969
H 0.2306 -1.5738 -0.0161
H 2.5174 0.8960 0.6727
H -0.2500 -0.7266 1.8604
H -1.1526 -3.5999 -0.0393
H 2.4634 2.6277 1.3095
C -0.8669 -0.2708 1.0860
H -2.6529 -2.6996 0.2104
C 2.1606 2.5592 -0.7898
H -0.5192 -0.6717 -1.9442
H -0.4263 0.6664 0.7419
H -2.0287 0.0105 -1.2428
H 2.5064 3.6020 -0.6458
H -1.8719 0.0672 1.3841
C -1.5793 -2.6935 0.4085
H -1.5402 -2.7772 1.4911
C -1.4181 -0.9078 -1.3301
H 0.9859 1.9165 0.7500
H -2.1180 -1.5619 -1.8426
*
```



Q | Molecular formula: C6H16
Method: DFT, ωB97M-V/def2-TZVPD

The gap between HOMO and LUMO (spin up / spin down) comes out at 12.38 / 4.55 eV. The lowest unoccupied orbital energy (spin up / spin down) comes out at -0.1045 / -0.3905 Ha.

Geometry as ORCA input:
```
! RIJCOSX wB97M-V def2-TZVPD def2/J DEFGRID3
* xyz 1 2
H -2.5230 -0.2644 -1.0916
C 2.3060 -1.5568 0.1714
H 0.5534 -0.1583 0.7985
H 3.0722 -1.5966 0.9451
H -1.4310 2.9356 0.3261
H 2.9640 -2.4031 -1.6501
C -1.4499 0.8667 0.4413
C 0.0455 0.8129 0.6453
H 0.4855 1.0946 -0.3353
H 2.6364 -3.5597 -0.4479
C -2.0050 2.2316 0.9388
C 2.2338 -2.6392 -0.8755
H 0.4084 1.5168 1.3946
H -2.5433 1.5172 -1.3015
C -1.9420 0.6520 -1.0249
H -1.8678 -0.0228 1.0532
H -1.7983 2.4411 1.9769
H 1.2266 -2.7450 -1.2462
H 2.4183 -0.5890 -0.3474
H -3.0411 2.2983 0.6221
H -1.1144 0.6498 -1.7286
H 1.3657 -1.4816 0.7358
*
```



R | Molecular formula: C6H16
Method: DFT, ωB97M-V/def2-TZVPD

The gap between HOMO and LUMO (spin up / spin down) comes out at 12.89 / 3.67 eV. The lowest unoccupied orbital energy (spin up / spin down) comes out at -0.1017 / -0.3938 Ha.

Geometry as ORCA input:
```
! RIJCOSX wB97M-V def2-TZVPD def2/J DEFGRID3
* xyz 1 2
C 0.7026 1.9368 1.5140
H 3.4640 1.4511 0.5414
H -3.2770 -0.2865 -0.7099
H 3.1258 -0.3010 -0.1019
H -2.0247 -1.4736 -2.6547
H 2.2430 1.0721 -0.7205
C -1.5456 -1.1318 -1.6960
H 1.2000 2.4619 2.2457
H 2.1042 0.2167 2.1174
H 0.0498 1.5045 2.2874
H -2.2486 0.8922 -1.4578
C -1.1186 -2.1701 -0.5892
H 0.8071 -0.2001 0.9590
H -1.8843 -2.3819 0.1621
C -2.2165 -0.0247 -0.9211
H -1.0754 -3.1279 -1.0461
C 1.5875 0.6728 1.2593
C 2.6283 0.7983 0.1392
H 0.0310 2.4217 0.6758
H -0.5323 -0.7156 -2.1717
H -0.3301 -1.7647 0.0660
H -1.6901 0.1499 0.1015
*
```



S | Molecular formula: C6H16
Method: DFT, ωB97M-V/def2-TZVPD

The gap between HOMO and LUMO (spin up / spin down) comes out at 10.12 / 2.69 eV. The lowest unoccupied orbital energy (spin up / spin down) comes out at -0.1218 / -0.3926 Ha.

Geometry as ORCA input:
```
! RIJCOSX wB97M-V def2-TZVPD def2/J DEFGRID3
* xyz 1 2
C -0.7279 2.4961 -1.7007
C -1.0719 -1.4983 2.1918
H 0.9289 3.0074 -0.1153
H -1.6253 -2.2333 2.7786
H -1.2699 1.9231 -0.9824
H -0.7077 -0.8971 3.0703
H -1.7634 -0.8114 1.6712
C -0.3277 -2.8594 0.3161
H 0.7714 1.0615 -2.3655
H -0.7276 3.5437 -1.5486
H -0.6459 -2.3529 -0.6527
H 1.6124 2.4688 -2.4319
C 1.3062 1.8861 -0.4324
H -0.8986 -3.7578 0.3580
H 0.5645 -3.6405 0.0567
H -1.2505 2.4638 -2.7345
H 0.9076 -1.1026 1.2546
C 0.7834 1.9849 -1.9628
C 0.1784 -1.9621 1.4588
H 0.9001 0.9708 0.0126
H 0.7642 -2.4946 2.1601
H 2.2992 1.8039 -0.4021
*
```



Most stable structure - P; separation to the second - 0.0031 hartree.



P | Molecular formula: C7H10N4
Method: DFT, ωB97M-V/def2-TZVPD

The gap between HOMO and LUMO (spin up / spin down) comes out at 6.37 / 6.37 eV. The lowest unoccupied orbital energy (spin up / spin down) comes out at -0.1055 / -0.1056 Ha.

Geometry as ORCA input:
```
! RIJCOSX wB97M-V def2-TZVPD def2/J DEFGRID3
* xyz 0 1
N 0.5813 1.1810 1.6933
C 0.6385 -1.3178 -0.9672
C 1.3204 2.0304 2.4734
H 0.8532 -0.7173 -1.8422
H -0.5408 -1.0924 0.8424
H -0.0048 -2.2528 -1.2299
C -0.1260 -0.4976 0.0776
C -0.5627 1.0079 2.4629
H -2.2402 -0.5835 -0.7476
C -1.3830 0.1918 -0.5536
N 0.7611 2.1930 3.6466
H -1.2606 0.2151 2.3050
N 3.4157 -1.9641 1.4556
H -1.1632 0.5719 -1.5613
C 3.1912 -0.8421 1.2274
H 1.6159 -1.5919 -0.3825
H -1.6545 1.1288 0.1599
H 2.2180 2.3444 2.0725
C 0.7614 0.6099 0.4828
N -0.4309 1.5878 3.5811
H 1.4848 1.0122 -0.2363
*
```



Q | Molecular formula: C7H10N4
Method: DFT, ωB97M-V/def2-TZVPD

The gap between HOMO and LUMO (spin up / spin down) comes out at 5.89 / 6.39 eV. The lowest unoccupied orbital energy (spin up / spin down) comes out at -0.0489 / -0.0371 Ha.

Geometry as ORCA input:
```
! RIJCOSX wB97M-V def2-TZVPD def2/J DEFGRID3
* xyz 0 1
C 0.5500 -1.5021 -0.9985
H 1.3966 0.4696 0.5432
C 0.1740 1.0781 -1.7415
C 0.9505 -1.5294 1.9598
C 0.2958 0.3808 0.7034
H -0.2073 1.3805 0.7813
H -0.3466 1.9172 -1.3555
C 1.9513 -1.6139 -1.1875
H 1.7925 -1.7772 1.4269
N 3.0888 -1.5082 -1.2697
H -0.7875 -0.6107 2.1434
C -0.0635 -0.1224 -0.8200
N -1.4033 -1.9910 -0.3155
H 0.1356 0.9017 -2.7569
C -1.4617 -0.5936 -0.7722
N -0.2603 -2.4220 -0.4079
N 0.0958 -0.5380 1.6952
H -1.8998 -0.4397 -1.8244
H -1.9756 -0.0511 -0.0490
H 1.1965 1.3428 -1.5379
H 0.4259 -2.2710 2.4995
*
```



Most stable structure - Q; separation to the second - 0.0311 hartree.



P | Molecular formula: C2H4INO2
Method: DFT, ωB97M-V/def2-TZVPD

The gap between HOMO and LUMO comes out at 8.45 eV. The lowest unoccupied orbital energy comes out at -0.0467 Ha. Its SMILES is COC(=O)NI.

Geometry as ORCA input:
```
! RIJCOSX wB97M-V def2-TZVPD def2/J DEFGRID3
* xyz 0 1
O 0.2788 -0.7731 -0.1314
H 0.1647 -2.2946 1.3560
C 0.6262 -1.2259 1.1255
H -0.0788 0.2755 -2.0918
C -0.5207 0.7768 -0.2430
H 1.8166 -1.4027 1.1812
I -1.3457 2.7686 -2.3282
N -0.6065 1.0032 -1.5449
O -0.8071 1.4595 0.6673
H 0.4726 -0.5873 2.0094
*
```



Q | Molecular formula: C2H4INO2
Method: DFT, ωB97M-V/def2-TZVPD

The gap between HOMO and LUMO comes out at 9.94 eV. The lowest unoccupied orbital energy comes out at 0.0210 Ha. Its SMILES is C#[N+][O-].C=O.I.

Geometry as ORCA input:
```
! RIJCOSX wB97M-V def2-TZVPD def2/J DEFGRID3
* xyz 0 1
O 1.1018 0.0104 -0.3087
C -0.1073 1.8588 -0.9889
H -0.8705 2.5114 -1.3530
O -1.6769 -0.7172 -0.1311
N 0.3993 0.9236 -0.6324
C -1.9491 -1.0563 0.9899
H 2.8963 -0.4693 -0.5067
H -1.3460 -1.6377 1.7772
I 4.5241 -0.4826 -0.2521
H -2.9716 -0.9411 1.4059
*
```



Most stable structure - P; separation to the second - 0.0860 hartree.



P | Molecular formula: C6H17N3
Method: DFT, ωB97M-V/def2-TZVPD

The gap between HOMO and LUMO comes out at 8.36 eV. The lowest unoccupied orbital energy comes out at 0.0257 Ha.

Geometry as ORCA input:
```
! RIJCOSX wB97M-V def2-TZVPD def2/J DEFGRID3
* xyz 0 1
H -2.9568 1.1818 1.0413
C 0.9551 -0.9855 0.8420
N 2.6823 -0.2857 -0.7624
C -2.1527 -0.1186 -1.3151
H 1.9467 2.1094 0.2769
N 1.7720 1.2905 0.8468
H -0.8945 1.6011 -1.1601
H 2.4797 -2.4558 0.6142
H -1.4474 -0.7231 -1.8900
H -3.1026 2.3216 -0.2966
C -2.3834 1.7908 0.3385
H -2.8612 0.3301 -2.0212
H 3.1059 0.5306 -1.1866
H 0.9662 -3.0671 1.3431
C 1.5245 0.1229 0.0360
C -1.4268 0.9286 -0.4778
H -0.8312 0.2384 0.5940
H -2.7184 -0.7965 -0.6718
H 1.0669 -2.7400 -0.3899
H -1.8386 2.5476 0.9042
H 2.5465 1.1374 1.4814
C 1.3920 -2.3960 0.5969
N -0.1542 -0.6593 1.4355
H -0.6482 -1.4221 1.8891
H 2.4138 -0.9229 -1.5046
H 0.5645 0.4417 -0.5639
*
```



Q | Molecular formula: C6H17N3
Method: DFT, ωB97M-V/def2-TZVPD

The gap between HOMO and LUMO (spin up / spin down) comes out at 7.51 / 7.51 eV. The lowest unoccupied orbital energy (spin up / spin down) comes out at 0.0297 / 0.0297 Ha.

Geometry as ORCA input:
```
! RIJCOSX wB97M-V def2-TZVPD def2/J DEFGRID3
* xyz 0 1
H -1.4954 1.0351 -1.9638
N -0.7258 -0.1060 2.0833
C -0.9965 1.8959 -1.5094
H 0.3748 2.4189 1.4985
H 0.8582 -4.1434 0.5518
H 0.7538 -2.0743 1.8211
C 0.0900 2.6831 0.4718
H -0.5558 3.5755 0.5514
C 0.3671 -3.2278 0.1919
H -0.0244 -0.9747 -1.8371
H 1.0165 3.0107 -0.0405
H -0.0854 0.5479 2.5064
H 0.5404 -3.1979 -0.8872
H 1.4552 0.2932 0.5736
H -1.3874 -0.8611 0.2718
C 0.8573 -0.5213 -1.3852
H 1.1100 0.3723 -1.9547
N -0.5775 1.5878 -0.1714
H -1.7226 2.7271 -1.5218
C 0.6312 -0.1716 0.0501
H 1.6878 -1.2228 -1.4599
C -0.5527 -0.3919 0.7735
N 0.9457 -2.0550 0.8240
H -1.6747 -0.0234 2.4081
H -0.7173 -3.3719 0.3425
H -0.1726 2.1957 -2.1889
*
```



Most stable structure - P; separation to the second - 0.1015 hartree.